{"formula": "C32H19Cl5CrF9N6OS", "method": "ωB97M-V/def2-TZVPD", "elements": ["Cr", "N", "C", "S", "N", "N", "C", "C", "C", "C", "C", "C", "C", "C", "C", "C", "C", "C", "N", "H", "H", "H", "H", "H", "H", "H", "H", "H", "H", "H", "N", "C", "C", "C", "C", "C", "C", "C", "C", "N", "C", "H", "H", "H", "H", "H", "H", "H", "H", "Cl", "C", "C", "C", "Cl", "C", "Cl", "C", "Cl", "C", "Cl", "F", "C", "F", "F", "C", "O", "C", "F", "F", "F", "C", "F", "F", "F"], "xyz": [[0.425338, 0.262669, 0.795254], [0.887194, 4.609773, 1.155881], [0.441948, 3.345968, 0.861856], [-0.210331, 2.378263, 2.103922], [0.600177, 2.998662, -0.406525], [0.322043, 1.694580, -0.627844], [0.227389, 1.323215, -1.869995], [0.431678, 2.258434, -3.011001], [-0.284106, 3.450559, -3.115289], [-0.079942, 4.306413, -4.189187], [0.853098, 3.996087, -5.172099], [1.582953, 2.820042, -5.071864], [1.371231, 1.960117, -3.998688], [-0.016515, -0.103886, -2.079901], [-0.331364, -0.635462, -3.335166], [-0.623683, -1.972541, -3.461377], [-0.627700, -2.768556, -2.324568], [-0.331135, -2.178947, -1.120343], [-0.003687, -0.885629, -0.977933], [0.468037, 5.044287, 1.957707], [1.075196, 5.199037, 0.359215], [-1.009568, 3.695028, -2.351485], [-0.651704, 5.225774, -4.256792], [1.011462, 4.667916, -6.008949], [2.324472, 2.571201, -5.823636], [1.961594, 1.053899, -3.910457], [-0.381093, 0.026575, -4.188253], [-0.875756, -2.390988, -4.429514], [-0.895076, -3.816786, -2.362405], [-0.380895, -2.767084, -0.215446], [-1.170288, -0.723185, 2.395113], [-0.803710, -2.002389, 2.824376], [-1.481980, -2.718840, 3.765329], [-1.069442, -4.022717, 4.141386], [0.013305, -4.606428, 3.565423], [0.780246, -3.875940, 2.622449], [1.941343, -4.387521, 2.010886], [2.654079, -3.597584, 1.173801], [2.235373, -2.263012, 0.963667], [1.168792, -1.756989, 1.490754], [0.400035, -2.556838, 2.284073], [-1.749161, -0.683638, 1.503532], [-1.714487, -0.233450, 3.090016], [-2.370839, -2.281477, 4.205998], [-1.643306, -4.570535, 4.879607], [0.311274, -5.617563, 3.824510], [2.257416, -5.403622, 2.229157], [3.554484, -3.954615, 0.691364], [2.820280, -1.592267, 0.342153], [1.679392, 0.085982, 4.070197], [2.803772, 0.703782, 2.880699], [2.433796, 0.775670, 1.522930], [3.503094, 1.147412, 0.694139], [3.312481, 1.123941, -1.055379], [4.781295, 1.504313, 1.144921], [6.032389, 1.988796, 0.042294], [5.061179, 1.464006, 2.500150], [6.633290, 1.887008, 3.089091], [4.064543, 1.044798, 3.374892], [4.426112, 0.955343, 5.071027], [-4.203391, 0.775522, 1.989235], [-4.542148, 0.931011, 0.697395], [-4.277120, 2.202853, 0.365544], [-5.882937, 0.778899, 0.630660], [-3.689984, -0.066546, -0.191429], [-2.418146, -0.007680, 0.155213], [-3.879428, 0.333582, -1.702161], [-3.407479, -0.623796, -2.525089], [-5.171064, 0.548404, -2.043001], [-3.198641, 1.449525, -1.985115], [-4.254459, -1.524006, 0.020021], [-5.540177, -1.708188, -0.336401], [-3.527123, -2.426777, -0.661259], [-4.153917, -1.863863, 1.322716]], "atomic_forces_ev_per_a": [[0.41, -0.60, 0.25], [-0.11, -0.05, -0.13], [0.02, -0.06, 0.16], [-0.24, 0.49, 0.21], [0.00, -0.10, 0.17], [-0.04, 0.65, -0.64], [0.10, 0.10, 0.04], [0.00, -0.07, -0.08], [-0.14, -0.01, -0.09], [-0.02, -0.04, 0.06], [0.00, -0.06, 0.03], [-0.01, -0.04, 0.08], [0.04, 0.03, 0.05], [-0.20, -0.24, -0.01], [0.07, 0.30, -0.02], [-0.03, -0.15, -0.07], [-0.08, -0.08, -0.21], [0.15, 0.37, 0.30], [-0.27, -0.10, -0.52], [0.05, 0.00, 0.08], [-0.02, -0.03, 0.01], [0.02, 0.00, -0.01], [0.03, -0.06, 0.01], [-0.01, -0.04, 0.06], [-0.05, 0.01, 0.06], [-0.04, 0.02, -0.04], [0.04, -0.03, 0.01], [0.00, 0.05, 0.05], [0.02, 0.06, 0.01], [0.05, 0.02, 0.11], [-0.16, -0.17, -0.45], [0.26, 0.16, -0.21], [-0.16, -0.44, 0.34], [-0.30, 0.31, 0.08], [0.25, -0.09, -0.17], [-0.21, 0.18, 0.09], [-0.05, -0.33, 0.20], [0.33, 0.34, -0.30], [0.86, -0.27, -0.39], [-1.13, -0.24, 0.41], [-0.16, -0.12, 0.25], [0.12, 0.06, 0.30], [-0.02, 0.16, 0.08], [0.00, -0.07, -0.01], [-0.02, 0.06, -0.02], [0.00, 0.08, -0.03], [-0.04, 0.07, -0.02], [-0.02, 0.05, -0.01], [0.04, -0.05, -0.02], [-0.22, 0.07, -0.20], [0.18, 0.07, -0.32], [1.15, 0.14, 0.21], [-0.03, 0.03, 0.30], [-0.05, -0.13, 0.08], [-0.09, 0.03, -0.25], [-0.07, -0.04, 0.06], [0.04, -0.01, 0.07], [-0.09, 0.00, -0.02], [-0.14, -0.02, 0.12], [0.00, 0.00, -0.10], [-0.07, 0.06, -0.12], [0.20, -0.10, 0.02], [-0.04, -0.11, 0.03], [0.07, -0.03, -0.04], [-0.08, 0.03, 0.08], [-0.15, -0.24, -0.22], [0.04, -0.01, 0.21], [-0.13, 0.11, 0.07], [0.14, -0.02, -0.03], [-0.09, -0.08, -0.01], [0.15, 0.10, 0.08], [0.06, 0.01, -0.05], [-0.07, 0.06, 0.10], [-0.08, 0.04, -0.13]], "mulliken_charge": [0.079, -0.517, 0.431, -0.510, -1.542, 2.429, -0.353, 0.140, -0.183, -0.873, -0.394, -0.981, -0.139, 0.031, -0.741, -0.850, -0.984, -0.424, 1.185, 0.257, 0.236, 0.484, 0.379, 0.390, 0.381, 0.434, 0.578, 0.394, 0.454, 0.328, 0.471, 0.262, -0.464, -0.776, -0.897, 0.821, -0.929, -1.285, -0.267, 0.973, -0.027, -0.206, 0.323, 0.415, 0.396, 0.391, 0.389, 0.486, 0.275, -0.214, 1.256, -1.909, 1.338, -0.191, -0.384, -0.229, 0.544, -0.221, -0.320, -0.224, -0.233, 0.524, -0.251, -0.282, 0.765, -0.483, 0.259, -0.235, -0.317, -0.206, 0.287, -0.294, -0.201, -0.246], "e_lumo_ha": [0.077, 0.074], "total_charge": -1, "homo_energy_ev": [-3.7, -4.9], "s2": 6.03, "homo_lumo_gap_ha": [0.211, 0.253], "multiplicity": 5}

{"formula": "C32H20Cl5F5IrN3O2S", "method": "ωB97M-V/def2-TZVPD", "elements": ["Ir", "Cl", "C", "C", "C", "Cl", "C", "Cl", "C", "Cl", "C", "Cl", "F", "C", "C", "F", "C", "F", "C", "S", "C", "F", "C", "F", "C", "C", "C", "C", "C", "N", "H", "H", "H", "H", "H", "H", "H", "H", "H", "O", "C", "N", "C", "C", "O", "N", "C", "C", "C", "C", "C", "C", "C", "C", "C", "C", "C", "C", "H", "H", "H", "H", "H", "H", "H", "H", "H", "H", "H"], "xyz": [[0.736667, 0.140283, 0.396818], [-2.699446, 0.830417, -0.694506], [-1.431083, 0.574262, -1.841434], [-0.146932, 0.339267, -1.392528], [0.827135, 0.129845, -2.306286], [2.345577, 0.016436, -1.454783], [0.634140, 0.070083, -3.668911], [1.946146, -0.254609, -4.727021], [-0.662611, 0.295803, -4.128410], [-0.985271, 0.266904, -5.816896], [-1.693629, 0.567233, -3.213724], [-3.279598, 0.891728, -3.791289], [1.624594, -5.682952, -3.792917], [1.589887, -4.831733, -2.768655], [0.478977, -4.041410, -2.556595], [-0.563446, -4.127942, -3.385349], [0.444134, -3.172730, -1.481811], [-0.670037, -2.457495, -1.317924], [1.506738, -3.049819, -0.591038], [1.507028, -2.021475, 0.841931], [2.609259, -3.860010, -0.837711], [3.670946, -3.806397, -0.027473], [2.660836, -4.737457, -1.904262], [3.741690, -5.492983, -2.104978], [-1.220413, 5.213253, 1.042072], [-0.995758, 3.963520, 1.901053], [-2.332842, 3.282567, 2.230128], [-0.247579, 4.312987, 3.195745], [-0.169709, 3.006093, 1.142426], [0.472477, 2.261699, 0.552677], [-1.829788, 5.918130, 1.608579], [-1.742269, 4.964480, 0.117612], [-0.275291, 5.695406, 0.789415], [-2.920830, 3.966002, 2.844523], [-2.187338, 2.355029, 2.785462], [-2.889435, 3.052805, 1.321964], [-0.828589, 5.051417, 3.749526], [0.739244, 4.727092, 2.984403], [-0.128984, 3.431065, 3.826734], [2.179674, 0.624130, 2.140489], [1.227810, 0.367908, 2.892010], [1.170572, 0.255260, 4.229757], [-0.181504, -0.109464, 4.655967], [-0.916086, -0.192589, 3.269495], [-2.083421, -0.447230, 3.109307], [0.002492, 0.142734, 2.313900], [-0.206714, -1.439578, 5.412511], [0.836971, -1.746086, 6.281267], [0.837739, -2.932279, 6.997823], [-0.215425, -3.825884, 6.862087], [-1.268953, -3.514186, 6.017407], [-1.268847, -2.328062, 5.295044], [-0.814671, 0.995176, 5.514637], [-0.009728, 1.890985, 6.210767], [-0.573228, 2.879268, 7.007647], [-1.951628, 2.983752, 7.116535], [-2.759715, 2.089637, 6.426669], [-2.198319, 1.099004, 5.633575], [2.001476, 0.183740, 4.788267], [1.661252, -1.056674, 6.425647], [1.662548, -3.157443, 7.661743], [-0.215411, -4.755556, 7.415874], [-2.099677, -4.200261, 5.910856], [-2.090306, -2.101798, 4.630541], [1.068168, 1.835448, 6.129178], [0.070415, 3.568711, 7.539861], [-2.392967, 3.752803, 7.737347], [-3.837613, 2.160304, 6.505831], [-2.835240, 0.416532, 5.087962]], "atomic_forces_ev_per_a": [[3.42, 1.69, -0.04], [0.14, -0.05, -0.07], [-0.27, 0.01, -0.24], [-1.77, -1.18, 1.14], [0.27, 0.22, -0.84], [0.18, 0.06, -0.12], [0.07, 0.05, -0.19], [-0.01, 0.01, 0.06], [-0.13, 0.02, 0.07], [0.03, -0.01, 0.03], [0.13, 0.05, 0.03], [0.02, -0.04, 0.00], [0.01, 0.01, -0.03], [-0.02, -0.08, -0.11], [-0.07, 0.06, -0.06], [-0.01, 0.01, 0.00], [-0.01, 0.02, 0.05], [-0.09, -0.02, 0.08], [-0.13, 0.14, 0.11], [-0.71, -0.41, -0.29], [0.11, 0.01, 0.00], [0.00, -0.01, -0.02], [0.12, -0.03, 0.08], [0.02, -0.02, 0.01], [0.06, -0.02, -0.08], [0.08, -0.01, 0.09], [0.01, -0.08, -0.06], [0.07, -0.05, -0.02], [-0.04, 0.40, -0.10], [-0.55, -0.48, 0.03], [0.00, -0.01, -0.01], [0.00, 0.01, 0.02], [-0.02, 0.00, 0.02], [0.01, 0.00, -0.01], [0.01, 0.02, 0.00], [0.00, 0.01, 0.01], [0.00, -0.01, -0.01], [-0.03, 0.02, 0.01], [-0.01, 0.00, 0.00], [0.09, -0.38, 0.31], [-0.72, -0.13, 0.16], [-0.09, 0.11, -0.06], [-0.11, 0.05, 0.03], [0.19, 0.08, -0.20], [-0.02, -0.02, -0.02], [-0.34, 0.02, 0.33], [0.05, 0.02, -0.05], [-0.01, 0.01, 0.03], [-0.01, -0.01, -0.01], [0.00, 0.04, 0.01], [0.01, 0.00, 0.00], [0.00, -0.02, 0.00], [0.07, 0.02, -0.08], [-0.01, 0.02, 0.01], [-0.01, -0.01, -0.01], [0.02, -0.02, -0.02], [0.02, 0.00, 0.00], [-0.01, 0.00, 0.03], [0.01, -0.05, 0.00], [0.00, -0.02, -0.01], [-0.01, 0.00, -0.01], [0.00, 0.01, 0.00], [0.02, 0.01, -0.01], [0.01, 0.00, 0.00], [-0.01, 0.01, 0.00], [-0.01, -0.02, 0.00], [0.00, 0.00, -0.01], [0.02, 0.00, -0.01], [0.01, -0.02, 0.04]], "mulliken_charge": [0.798, -0.162, 0.454, -0.867, 0.628, -0.123, -0.145, -0.185, 0.449, -0.190, 0.122, -0.189, -0.303, 0.596, 0.067, -0.323, 0.230, -0.356, 0.281, -0.483, 0.138, -0.317, 0.213, -0.294, -1.965, 2.335, -1.325, -1.301, -0.051, -0.683, 0.440, 0.404, 0.413, 0.468, 0.124, 0.318, 0.461, 0.404, 0.061, -0.673, -0.199, 0.254, 2.763, -0.782, -0.677, 0.847, -0.437, -0.087, -1.094, -0.395, -1.018, -0.120, -0.426, -0.046, -0.878, -0.453, -0.979, -0.024, 0.354, 0.251, 0.385, 0.404, 0.416, 0.492, 0.287, 0.410, 0.424, 0.416, 0.446], "e_lumo_ha": -0.005, "total_charge": 0, "homo_energy_ev": -7.8, "homo_lumo_gap_ha": 0.282}

| no. | E_tot (Ha) | maximum force (eV/A) |
| --- | --- | --- |
| 1 | -6277.2352 | 1.22 |
| 2 | -4848.9937 | 3.81 |